[1]
DFT (the ωB97M-V functional and the def2-TZVPD basis) results for the molecule C4H9BrO2 in a non-equilibrium geometry.

Summary:
E = -78430.52445 eV
HOMO-LUMO gap = 10.413 eV
SMILES = CO[C@@H](O)[C@H](C)Br
HOMO level = -9.56 eV
charge = 0

Last column: Mulliken charge in e.
Positions of all 16 atoms, in Å:
C 0.915 -1.878 0.075  -1.1436
C -1.830 1.002 1.003  -0.7923
C 1.239 -0.619 -0.670  -0.0219
C -0.170 0.561 -0.606  -0.2598
O 0.202 1.757 -1.143  -0.5102
O -0.503 0.594 0.734  -0.2316
Br 2.720 0.344 0.123  -0.1806
H 0.593 -1.641 1.087  0.3098
H 0.118 -2.417 -0.435  0.3232
H 1.794 -2.523 0.129  0.3796
H -1.915 1.051 2.086  0.2341
H -2.546 0.274 0.606  0.3192
H -2.038 1.985 0.571  0.3200
H 1.463 -0.751 -1.724  0.3948
H -0.947 0.118 -1.240  0.4626
H 0.904 2.143 -0.597  0.3966

Atomic forces in eV per Å
C 0.3 0.0 0.1
C -0.1 0.1 0.0
C -2.9 2.4 0.1
C 2.8 -2.9 0.0
O -0.2 0.5 -0.1
O 0.1 0.0 -0.2
Br 0.1 0.0 0.0
H 0.0 0.0 0.0
H -0.1 0.0 -0.1
H -0.1 -0.1 0.0
H -0.1 0.0 -0.1
H 0.0 0.0 0.0
H 0.0 0.0 0.0
H 0.1 0.0 0.0
H 0.0 0.1 0.1
H 0.0 -0.2 0.0

***

[2]
DFT (the ωB97M-V functional and the def2-TZVPD basis) results for a structure of composition C3H12IrN3O11P2S in a non-equilibrium geometry.

Summary:
E = -62554.71827 eV
HOMO-LUMO gap = 7.371 eV
HOMO level = -8.97 eV
charge = 0

Last column: Mulliken charge in e.
Positions of all 33 atoms, in Å:
Ir -0.256 -0.049 -0.054  1.8625
N -4.511 0.343 0.023  -0.1782
C -3.867 -0.020 -1.262  0.7271
C -4.831 -0.303 -2.376  -1.7634
P -2.828 1.523 -1.542  0.3794
O -2.074 1.292 -2.914  -0.5722
O -3.785 2.642 -1.539  -0.7754
O -1.840 1.551 -0.378  -0.5101
P -2.631 -1.316 -0.853  0.9185
O -3.450 -2.671 -1.095  -0.5235
O -1.439 -1.228 -1.756  -0.7551
O -2.381 -1.073 0.621  -0.9577
H -4.661 1.369 -0.004  0.3505
H -3.762 0.058 0.714  0.3496
H -5.369 -0.179 0.216  0.3383
H -5.402 0.592 -2.617  0.4641
H -5.502 -1.128 -2.135  0.4210
H -4.255 -0.581 -3.256  0.3904
H -1.438 0.566 -2.837  0.4604
H -2.861 -3.423 -1.132  0.3951
O 2.225 -2.738 -0.794  -0.6219
S 2.041 -1.440 -0.190  1.2573
O 3.229 -0.859 0.381  -0.6301
O 1.447 -0.476 -1.220  -0.6262
O 0.934 -1.544 0.853  -0.5878
N 0.593 3.834 0.385  -0.3721
C 0.022 2.861 1.115  0.8306
N -1.001 3.208 1.929  -0.3852
O 0.499 1.713 1.134  -0.7382
H 0.231 4.769 0.338  0.1731
H 1.336 3.571 -0.238  0.2491
H -1.491 4.075 1.797  0.2140
H -1.508 2.444 2.342  0.2162

Atomic forces in eV per Å
Ir 0.0 0.1 -0.4
N 0.1 0.1 0.6
C 1.2 -0.1 -0.5
C -0.1 0.1 -0.2
P 0.1 0.4 -0.2
O -0.3 0.2 0.0
O -0.4 0.0 -0.1
O 1.3 -1.2 -0.2
P -1.6 -0.7 0.7
O 0.0 0.8 0.0
O 1.5 0.5 0.8
O 0.3 0.2 0.2
H -0.3 -0.3 0.2
H -0.5 0.3 0.1
H 0.1 0.2 -0.1
H -0.1 0.0 0.0
H 0.0 0.0 0.0
H -0.1 0.0 -0.1
H 0.2 -0.2 -0.1
H 0.2 -0.6 0.0
O -0.3 0.6 0.0
S 3.7 -2.3 -0.1
O -0.6 0.1 0.0
O -2.3 1.8 0.7
O -2.3 1.9 -0.7
N 0.0 -0.2 -0.1
C -0.3 0.6 0.1
N 0.1 -0.1 0.0
O 0.1 -2.0 -0.5
H 0.0 0.0 0.0
H 0.0 0.0 0.0
H 0.0 0.0 0.0
H 0.0 0.1 0.0

***

[3]
DFT (the ωB97M-V functional and the def2-TZVPD basis) results for a structure of composition C35H45N8O10SeSr in a non-equilibrium geometry.

Summary:
E = -135610.75194 eV
HOMO-LUMO gap = 6.942 eV
HOMO level = -4.69 eV
charge = -1

Last column: Mulliken charge in e.
Positions of all 100 atoms, in Å:
Sr -0.270 -0.100 -0.528  2.5683
O -0.083 0.004 3.972  -0.7095
C -0.101 0.215 2.747  -0.2384
O -0.668 -0.465 1.838  0.3908
C 0.609 1.470 2.229  -0.0932
C 0.997 2.516 3.044  -0.6699
C 1.535 3.651 2.444  -0.3343
C 1.662 3.713 1.061  -0.5903
C 1.265 2.617 0.317  0.2738
N 0.760 1.528 0.902  0.0521
C 1.309 2.581 -1.222  -0.0085
O 1.834 3.540 -1.790  -0.7765
O 0.768 1.540 -1.733  -0.7030
H 0.859 2.424 4.113  0.5358
H 1.843 4.492 3.052  0.4174
H 2.053 4.580 0.544  0.5292
O 0.679 -0.939 -3.149  -0.3253
C 1.783 -1.447 -3.109  -0.6396
C 2.187 -2.553 -2.236  1.1311
C 3.344 -3.241 -2.572  -0.3525
C 3.701 -4.381 -1.897  -0.5140
C 2.877 -4.885 -0.874  -0.7603
C 1.738 -4.219 -0.516  -0.6833
C 1.365 -2.976 -1.131  -0.8785
O 0.348 -2.313 -0.747  0.6792
N 4.918 -5.090 -2.271  1.0223
O 5.599 -4.644 -3.183  -0.6546
O 5.208 -6.106 -1.659  -0.6566
H 2.564 -1.115 -3.822  0.2455
H 3.961 -2.898 -3.396  0.4918
H 3.159 -5.809 -0.389  0.5198
H 1.096 -4.602 0.264  0.6321
N -1.822 -1.619 -4.779  -0.5408
C -1.889 -1.910 -3.431  0.4194
N -1.324 -3.099 -3.044  -0.2818
O -2.501 -1.183 -2.650  -0.4549
H -1.006 -1.947 -5.268  0.2498
H -2.038 -0.655 -4.965  0.2617
H -0.613 -3.481 -3.646  0.3394
H -1.047 -3.095 -2.071  -0.1643
C -3.121 -1.863 0.439  0.3424
N -4.025 -0.842 -0.089  0.5193
C -5.121 -1.376 -0.892  -1.2386
C -3.533 0.408 -0.329  0.1709
O -2.327 0.691 -0.312  -0.8998
N -4.468 1.393 -0.570  0.0874
C -5.692 1.461 0.221  -1.1332
C -3.941 2.696 -0.953  -1.0885
H -3.713 -2.580 1.011  0.4382
H -2.374 -1.416 1.097  -0.7037
H -2.614 -2.397 -0.372  -0.0864
H -4.717 -2.090 -1.613  0.2916
H -5.619 -0.583 -1.443  0.4491
H -5.846 -1.887 -0.252  0.2773
H -5.905 0.503 0.683  0.3881
H -6.539 1.754 -0.405  0.2929
H -5.582 2.205 1.018  0.3475
H -3.016 2.571 -1.504  0.3116
H -3.740 3.319 -0.075  0.3387
H -4.674 3.204 -1.582  0.3562
C -2.737 -5.453 2.427  -0.8496
C -2.612 -5.311 3.945  -0.2686
C -3.250 -4.028 4.477  -0.8326
C -2.459 -2.760 4.156  0.0074
N -1.170 -2.710 4.831  1.5648
C 0.051 -2.764 4.207  -1.5737
Se 0.366 -3.212 2.475  -0.4871
N 0.984 -2.470 5.170  1.3042
C 2.384 -2.157 4.894  -1.1599
C 3.256 -3.369 4.582  -0.4025
C 3.114 -4.502 5.593  0.0472
C 3.906 -5.739 5.170  -1.4031
C 0.356 -2.229 6.385  0.4846
C 0.855 -1.925 7.639  -0.8472
C -0.059 -1.767 8.678  -0.7323
C -1.427 -1.907 8.460  -0.8587
C -1.924 -2.213 7.194  -0.9688
C -1.008 -2.380 6.170  1.1570
H -2.361 -6.425 2.096  0.3655
H -2.154 -4.685 1.914  -0.0556
H -3.786 -5.370 2.115  0.3065
H -1.554 -5.330 4.226  0.0909
H -3.090 -6.167 4.428  0.3961
H -3.368 -4.103 5.563  0.3813
H -4.252 -3.919 4.047  0.5397
H -3.021 -1.874 4.457  0.4944
H -2.253 -2.684 3.090  -1.0210
H 2.766 -1.649 5.778  0.6661
H 2.396 -1.454 4.062  -0.0162
H 4.296 -3.024 4.552  0.5167
H 3.003 -3.741 3.592  -0.0059
H 2.056 -4.765 5.681  0.1153
H 3.450 -4.167 6.582  0.2453
H 3.544 -6.108 4.206  0.3056
H 3.811 -6.547 5.901  0.3926
H 4.970 -5.506 5.061  0.3445
H 1.918 -1.809 7.811  0.3533
H 0.303 -1.520 9.670  0.3962
H -2.118 -1.774 9.284  0.3853
H -2.988 -2.303 7.020  0.4320

Atomic forces in eV per Å
Sr 0.3 -1.6 -1.0
O 0.0 0.2 -0.4
C -0.3 -0.2 0.1
O 0.1 0.5 0.9
C 0.0 -0.1 -0.3
C 0.1 0.2 0.1
C 0.0 -0.1 -0.1
C 0.1 0.1 0.2
C -0.2 -0.3 0.0
N 0.5 1.0 0.7
C 0.0 -0.1 -0.3
O -0.2 -0.2 0.1
O 0.9 1.6 -0.2
H 0.0 0.0 0.0
H 0.0 0.0 0.0
H 0.0 0.0 0.0
O 0.3 0.1 -0.1
C -0.1 -0.2 0.1
C -0.2 0.3 0.0
C 0.2 0.2 -0.3
C 0.2 -0.3 0.1
C 0.0 0.0 -0.1
C 0.1 0.1 0.0
C -0.2 -0.1 -0.1
O 0.7 -1.4 -0.2
N -0.2 0.1 0.0
O -0.1 0.1 0.0
O -0.1 0.0 0.0
H 0.0 0.0 0.0
H 0.0 0.0 0.1
H 0.0 0.0 0.0
H 0.0 0.0 0.0
N -0.1 -0.1 0.1
C -0.1 0.1 0.2
N -0.3 0.1 -0.1
O 0.3 -0.3 -0.2
H 0.0 0.0 0.0
H 0.0 0.1 0.0
H 0.0 0.0 0.0
H 0.1 0.0 0.1
C 0.0 0.2 -0.1
N 0.1 -0.1 0.0
C 0.1 0.1 0.1
C 0.0 0.2 0.1
O -2.4 0.3 0.2
N 0.0 0.1 0.1
C 0.1 0.0 -0.2
C -0.1 -0.1 0.0
H 0.0 0.0 0.0
H -0.1 0.0 0.0
H -0.1 0.0 0.0
H 0.0 0.0 0.0
H 0.0 0.0 0.0
H 0.0 0.0 0.0
H 0.0 0.0 0.0
H 0.0 0.0 0.0
H 0.0 0.0 0.0
H 0.0 0.0 0.0
H 0.0 0.0 0.0
H 0.0 0.0 0.0
C 0.0 0.0 0.1
C 0.0 0.1 -0.2
C 0.1 0.0 0.0
C 0.1 -0.2 0.0
N 0.0 -0.1 0.0
C -0.1 0.0 0.5
Se 0.2 -0.2 0.3
N 0.0 0.0 -0.1
C -0.1 -0.2 -0.1
C 0.0 -0.1 0.2
C 0.1 0.0 -0.1
C 0.0 0.0 0.0
C 0.4 0.0 -0.2
C 0.0 0.0 0.1
C 0.0 0.0 -0.1
C 0.0 0.0 -0.1
C -0.1 0.1 0.1
C -0.3 -0.1 -0.4
H 0.0 0.1 0.0
H 0.0 0.0 0.0
H 0.1 0.0 0.0
H 0.0 0.0 0.0
H 0.0 0.0 0.0
H -0.1 0.0 0.0
H 0.0 0.0 0.1
H 0.0 0.1 0.0
H 0.1 0.1 0.0
H 0.0 0.1 0.0
H 0.0 0.1 0.0
H 0.0 0.0 0.0
H 0.0 0.0 -0.1
H 0.0 0.0 0.0
H -0.1 0.0 0.0
H 0.0 0.0 0.1
H 0.0 0.1 -0.1
H -0.1 0.0 0.0
H 0.0 0.0 0.0
H 0.0 0.0 0.0
H 0.0 0.0 0.0
H 0.0 0.0 0.0

***

> What is the formula in the second record?

C3H12IrN3O11P2S